Record 1
{"formula": "C20H36FO10P", "method": "ωB97M-V/def2-TZVPD", "species": ["C", "C", "C", "O", "C", "P", "C", "C", "F", "C", "C", "H", "H", "H", "H", "H", "H", "H", "H", "H", "H", "H", "H", "H", "H", "H", "H", "H", "H", "C", "C", "C", "O", "C", "O", "O", "H", "H", "H", "H", "H", "H", "C", "C", "C", "O", "C", "O", "O", "H", "H", "H", "H", "H", "H", "C", "C", "C", "O", "C", "O", "O", "H", "H", "H", "H", "H", "H"], "positions_angstrom": [[2.815, 1.008, -3.991], [1.724, 2.027, -3.685], [0.636, 2.050, -4.749], [-0.610, 2.312, -4.118], [-1.714, 2.278, -4.991], [-3.285, 1.583, -4.307], [-3.381, 2.630, -2.798], [-2.841, -0.092, -3.539], [-2.986, -0.026, -2.134], [-1.487, -0.695, -3.865], [-1.281, -2.031, -3.162], [3.653, 1.123, -3.306], [3.188, 1.121, -5.011], [2.437, -0.010, -3.884], [2.160, 3.021, -3.579], [1.238, 1.786, -2.740], [0.592, 1.076, -5.260], [0.821, 2.812, -5.515], [-1.471, 1.772, -5.931], [-2.005, 3.306, -5.256], [-3.366, 3.672, -3.122], [-2.557, 2.456, -2.110], [-4.320, 2.443, -2.281], [-3.621, -0.783, -3.872], [-0.705, 0.010, -3.588], [-1.450, -0.833, -4.951], [-2.105, -2.720, -3.359], [-1.220, -1.877, -2.085], [-0.353, -2.502, -3.485], [1.101, 2.865, 2.917], [1.323, 2.834, 1.430], [0.680, 1.658, 0.714], [1.592, 1.423, -0.368], [2.809, 1.892, -0.008], [3.813, 1.704, -0.616], [2.717, 2.607, 1.135], [1.415, 1.907, 3.332], [1.669, 3.665, 3.389], [0.042, 3.012, 3.131], [1.045, 3.779, 0.955], [-0.308, 1.859, 0.309], [0.656, 0.773, 1.354], [3.970, -0.540, 6.397], [2.586, -0.091, 6.019], [1.437, -0.902, 6.592], [0.437, -0.784, 5.571], [1.061, -0.543, 4.400], [0.530, -0.553, 3.333], [2.364, -0.269, 4.603], [4.117, -1.588, 6.133], [4.721, 0.057, 5.883], [4.114, -0.423, 7.472], [2.441, 0.972, 6.233], [1.038, -0.521, 7.528], [1.704, -1.956, 6.698], [-3.332, -3.003, 0.393], [-2.344, -3.400, 1.453], [-0.969, -3.812, 0.960], [-0.560, -4.767, 1.945], [-1.672, -5.295, 2.513], [-1.677, -6.228, 3.249], [-2.768, -4.605, 2.125], [-3.454, -3.805, -0.338], [-4.305, -2.786, 0.831], [-2.980, -2.109, -0.124], [-2.250, -2.624, 2.216], [-0.244, -3.004, 0.924], [-1.027, -4.312, -0.011]], "smiles": "CCCOCP(C)[C@H](F)CC.C[C@@H]1COC(=O)O1.C[C@@H]1COC(=O)O1.C[C@@H]1COC(=O)O1", "orbital_gap_ev": 9.22, "e_homo_ev": -8.75, "total_energy_ha": -1977.3217}

=====

Record 2
{"formula": "C20H36NOOsP2", "method": "ωB97M-V/def2-TZVPD", "species": ["P", "P", "C", "C", "H", "H", "H", "H", "C", "H", "H", "H", "C", "H", "H", "H", "C", "H", "H", "H", "C", "H", "H", "H", "Os", "C", "C", "C", "C", "C", "C", "C", "C", "C", "H", "H", "H", "H", "H", "H", "H", "H", "H", "H", "H", "H", "H", "H", "H", "O", "N", "C", "C", "C", "C", "C", "H", "H", "H", "H", "H"], "positions_angstrom": [[-0.689, -3.251, -3.225], [1.102, -1.983, -1.240], [1.069, -3.421, -3.630], [1.638, -3.497, -2.262], [1.415, -2.545, -4.189], [1.318, -4.311, -4.213], [1.212, -4.286, -1.620], [2.731, -3.481, -2.232], [2.309, -0.901, -2.060], [2.834, -0.202, -1.389], [1.899, -0.281, -2.867], [3.097, -1.491, -2.551], [2.153, -2.687, 0.090], [2.884, -3.376, -0.362], [1.559, -3.290, 0.760], [2.717, -1.905, 0.601], [-2.268, -2.799, -3.837], [-2.711, -2.376, -2.907], [-2.805, -3.707, -4.126], [-2.205, -2.004, -4.553], [-1.158, -4.705, -2.192], [-0.359, -5.419, -2.060], [-1.981, -5.100, -2.762], [-1.593, -4.407, -1.164], [-1.023, -2.435, -1.245], [0.458, 1.928, 3.234], [1.015, 3.132, 3.012], [2.092, 3.476, 1.995], [1.701, 3.053, 0.562], [2.501, 1.884, -0.003], [2.615, 0.740, 0.643], [2.270, 0.465, 2.038], [0.785, 0.658, 2.502], [-2.615, -1.484, -0.375], [-0.351, 1.830, 3.974], [0.708, 3.998, 3.626], [3.095, 3.078, 2.297], [2.221, 4.576, 1.987], [0.651, 2.735, 0.553], [1.838, 3.903, -0.132], [3.009, 2.055, -0.947], [-0.313, -2.535, 0.232], [2.876, 1.202, 2.553], [2.600, -0.540, 2.329], [0.096, 0.529, 1.655], [0.533, -0.182, 3.177], [-2.240, -0.464, -0.159], [-2.865, -1.951, 0.569], [-3.537, -1.379, -0.944], [-1.585, 1.824, 0.144], [-2.258, 2.667, 0.875], [-2.284, 3.982, 0.493], [-2.676, 4.960, 1.398], [-3.097, 4.583, 2.684], [-3.221, 3.229, 2.986], [-2.845, 2.273, 2.052], [-1.907, 4.218, -0.493], [-2.616, 5.999, 1.102], [-3.340, 5.337, 3.441], [-3.582, 2.872, 3.950], [-2.879, 1.203, 2.222]], "multiplicity": 6, "orbital_gap_ev": [6.08, 2.76], "e_homo_ev": [-13.02, -12.80], "s2": 8.77, "total_energy_ha": -1685.9789, "total_charge": 2, "relative_energy_kcal_mol": 5.3}

=====

Record 3
{"formula": "C20H36NOP2Ti", "method": "ωB97M-V/def2-TZVPD", "species": ["P", "P", "C", "C", "H", "H", "H", "H", "C", "H", "H", "H", "C", "H", "H", "H", "C", "H", "H", "H", "C", "H", "H", "H", "Ti", "C", "C", "C", "C", "C", "C", "C", "C", "C", "H", "H", "H", "H", "H", "H", "H", "H", "H", "H", "H", "H", "H", "H", "H", "O", "N", "C", "C", "C", "C", "C", "H", "H", "H", "H", "H"], "positions_angstrom": [[-0.128, -1.779, -2.820], [0.304, 1.579, -2.792], [-0.343, -0.709, -4.351], [0.467, 0.586, -4.355], [-1.429, -0.531, -4.456], [-0.013, -1.356, -5.177], [1.547, 0.408, -4.518], [0.094, 1.254, -5.148], [-1.383, 2.244, -3.101], [-1.655, 2.924, -2.284], [-2.133, 1.441, -3.174], [-1.346, 2.805, -4.045], [1.343, 3.007, -3.145], [0.945, 3.515, -4.031], [2.370, 2.678, -3.332], [1.315, 3.682, -2.287], [-1.107, -3.180, -3.412], [-1.082, -3.983, -2.673], [-0.670, -3.523, -4.356], [-2.139, -2.853, -3.577], [1.552, -2.358, -3.298], [2.291, -1.545, -3.285], [1.473, -2.747, -4.322], [1.873, -3.166, -2.630], [0.324, -0.691, 1.899], [1.004, 1.364, 1.070], [-0.366, 1.562, 1.009], [-1.316, 1.093, -0.032], [-1.927, -0.350, -0.071], [-1.070, -1.551, 0.128], [0.313, -1.703, -0.173], [1.164, -0.562, -0.687], [1.881, 0.519, 0.174], [1.803, -1.705, 2.789], [1.584, 1.970, 1.772], [-0.773, 2.337, 1.677], [-0.884, 1.273, -1.034], [-2.184, 1.775, -0.025], [-2.741, -0.380, 0.676], [-2.469, -0.406, -1.034], [-1.627, -2.478, 0.317], [0.716, -2.718, -0.285], [0.508, 0.037, -1.356], [1.955, -0.988, -1.324], [2.715, 0.060, 0.737], [2.393, 1.162, -0.566], [2.565, -1.021, 3.192], [2.275, -2.408, 2.086], [1.362, -2.281, 3.625], [-0.571, -0.186, 3.451], [-0.682, 0.277, 4.732], [-1.908, 0.353, 5.299], [-2.020, 0.716, 6.637], [-0.884, 1.005, 7.385], [0.356, 0.962, 6.752], [0.441, 0.620, 5.405], [-2.777, 0.128, 4.681], [-3.008, 0.771, 7.089], [-0.955, 1.268, 8.443], [1.273, 1.190, 7.275], [1.384, 0.595, 4.856]], "multiplicity": 4, "orbital_gap_ev": [4.82, 7.99], "e_homo_ev": [-4.39, -7.57], "s2": 3.78, "total_energy_ha": -2445.5480, "relative_energy_kcal_mol": 0.0}